Computed, not measured: 11 unconnected molecules or ions with the total composition C42H63F3O8 at a distorted geometry, with the ωB97M-V functional and the def2-TZVPD basis.

Cartesian coordinates (Å):
F -1.31 2.90 -4.25
C -2.07 2.11 -3.39
C -1.49 1.14 -2.58
C -2.24 0.31 -1.84
C -3.67 0.34 -1.96
C -4.25 1.24 -2.81
C -3.43 2.18 -3.42
H -0.43 0.96 -2.60
H -1.69 -0.43 -1.27
H -4.27 -0.35 -1.39
H -5.31 1.26 -3.00
H -3.92 2.80 -4.16
F 1.01 -3.02 -1.42
C 2.15 -2.94 -0.62
C 3.12 -1.97 -0.91
C 4.18 -1.88 -0.04
C 4.39 -2.78 1.04
C 3.39 -3.78 1.29
C 2.26 -3.81 0.43
H 2.99 -1.35 -1.78
H 4.91 -1.11 -0.22
H 5.23 -2.68 1.70
H 3.45 -4.49 2.10
H 1.55 -4.59 0.68
F 4.19 2.79 2.03
C 3.40 1.76 2.23
C 3.46 0.63 1.46
C 2.72 -0.53 1.73
C 1.69 -0.42 2.71
C 1.58 0.69 3.42
C 2.51 1.82 3.31
H 4.20 0.58 0.67
H 2.94 -1.45 1.22
H 1.07 -1.27 2.97
H 0.81 0.72 4.18
H 2.50 2.67 3.98
C -0.09 2.04 1.33
C -0.96 1.91 2.63
C -1.61 3.12 3.10
O -0.98 0.86 3.26
H 0.86 1.55 1.57
H 0.17 3.07 1.11
H -0.48 1.46 0.50
H -1.23 4.01 2.60
H -1.59 3.02 4.18
H -2.68 3.12 2.87
C 2.23 1.32 -2.65
C 3.70 1.12 -2.85
C 4.58 2.22 -3.44
O 4.14 -0.02 -2.69
H 1.68 0.83 -3.45
H 1.95 2.37 -2.57
H 1.93 0.81 -1.74
H 5.48 1.74 -3.83
H 4.96 2.82 -2.62
H 4.12 2.95 -4.11
C -1.17 3.69 -1.13
C 0.15 2.92 -1.25
C 1.30 3.61 -0.75
O 0.27 1.86 -1.85
H -1.11 4.69 -1.55
H -1.30 3.82 -0.05
H -2.09 3.22 -1.47
H 2.11 2.93 -0.50
H 1.01 4.03 0.22
H 1.52 4.45 -1.41
C -4.42 2.30 -0.17
C -3.24 1.76 0.59
C -3.32 0.32 1.00
O -2.16 2.41 0.66
H -4.41 3.39 -0.13
H -5.30 1.84 0.29
H -4.43 2.08 -1.24
H -2.75 0.16 1.92
H -2.85 -0.42 0.35
H -4.37 0.09 1.19
C -0.75 -3.56 2.55
C -1.72 -3.88 1.41
C -1.19 -4.90 0.44
O -2.77 -3.30 1.28
H 0.32 -3.62 2.34
H -0.91 -4.24 3.39
H -1.01 -2.55 2.86
H -1.99 -5.53 0.05
H -0.49 -5.55 0.97
H -0.75 -4.44 -0.44
C -1.15 -0.89 0.88
C 0.27 -1.08 0.46
C 0.98 -0.07 -0.41
O 0.85 -2.08 0.86
H -1.15 -0.26 1.77
H -1.59 -1.88 0.98
H -1.64 -0.43 0.03
H 0.18 0.63 -0.64
H 1.50 -0.44 -1.30
H 1.75 0.30 0.27
C -1.73 -1.45 4.09
C -2.92 -2.41 3.82
C -4.17 -1.83 3.20
O -2.87 -3.59 4.15
H -1.58 -0.72 3.28
H -0.87 -2.10 4.20
H -1.82 -0.93 5.05
H -3.80 -1.14 2.44
H -4.84 -1.31 3.89
H -4.66 -2.65 2.70
C 1.16 -0.59 -5.29
C 1.80 -1.64 -4.45
C 1.73 -1.42 -2.96
O 2.33 -2.61 -4.92
H 0.80 -1.24 -6.09
H 1.99 0.05 -5.57
H 0.26 -0.12 -4.91
H 0.89 -0.79 -2.68
H 2.58 -0.81 -2.66
H 1.73 -2.38 -2.43

Computed properties:
Relative energy (zero: lowest compared OMol25 entry of this formula, charge and spin)   21.407 eV
HOMO energy   -0.2942 hartree
Orbital gap   7.9 eV
SMILES   Fc1ccccc1.Fc1ccccc1.Fc1ccccc1.CC(C)=O.CC(C)=O.CC(C)=O.CC(C)=O.CC(C)=O.CC(C)=O.CC(C)=O.CC(C)=O

Computed, not measured: a molecular structure, C42H63GeIMgNO4PSSi, with the ωB97M-V functional and the def2-TZVPD basis.

Cartesian coordinates (Å):
Mg -0.43 0.72 -0.11
C 3.08 3.19 1.95
C 1.61 2.85 1.72
C 0.97 2.43 3.03
C 0.89 4.03 1.09
O 1.49 1.70 0.84
Si 2.51 1.28 -0.45
S 1.55 -0.36 -1.20
O 2.52 2.65 -1.35
C 3.43 3.07 -2.38
C 3.76 1.90 -3.29
C 2.70 4.16 -3.15
C 4.69 3.64 -1.74
O 4.05 1.05 0.04
C 4.74 -0.10 0.56
C 5.03 -1.08 -0.57
C 3.90 -0.77 1.65
C 6.03 0.44 1.15
H 3.14 4.04 2.65
H 3.58 3.47 1.02
H 3.61 2.35 2.39
H 1.00 3.26 3.75
H 1.51 1.59 3.46
H -0.06 2.14 2.87
H 0.96 4.91 1.74
H -0.16 3.80 0.94
H 1.33 4.27 0.12
H 2.84 1.44 -3.66
H 4.33 1.13 -2.76
H 4.34 2.24 -4.14
H 1.84 3.74 -3.67
H 3.37 4.61 -3.89
H 2.35 4.93 -2.47
H 5.15 2.90 -1.09
H 4.45 4.52 -1.15
H 5.41 3.92 -2.51
H 4.11 -1.46 -1.01
H 5.62 -1.91 -0.19
H 5.61 -0.57 -1.35
H 2.98 -1.19 1.22
H 3.63 -0.04 2.41
H 4.47 -1.57 2.12
H 6.62 0.93 0.37
H 6.63 -0.38 1.57
H 5.82 1.16 1.94
I -1.21 -0.75 2.78
C -0.48 -2.60 3.47
C 0.24 -2.48 4.62
C 0.66 -3.62 5.34
C 0.28 -4.85 4.91
C -0.48 -5.00 3.72
C -0.91 -6.29 3.35
C -1.64 -6.49 2.22
C -1.89 -5.40 1.38
C -1.48 -4.12 1.67
P -1.68 -2.87 0.29
C -3.50 -2.84 0.11
C -4.30 -2.91 1.26
C -5.67 -2.71 1.18
C -6.28 -2.44 -0.04
C -5.49 -2.36 -1.18
C -4.12 -2.55 -1.11
C -1.07 -3.91 -1.09
C 0.33 -3.93 -1.22
C 0.94 -4.64 -2.23
C 0.17 -5.34 -3.15
C -1.21 -5.34 -3.04
C -1.83 -4.63 -2.01
C -0.82 -3.87 2.91
H 0.46 -1.50 5.01
H 1.25 -3.50 6.24
H 0.54 -5.74 5.47
H -0.65 -7.12 4.00
H -1.99 -7.48 1.95
H -2.40 -5.58 0.44
H -3.85 -3.13 2.22
H -6.27 -2.76 2.08
H -7.35 -2.29 -0.10
H -5.95 -2.14 -2.14
H -3.53 -2.44 -2.00
H 0.93 -3.35 -0.52
H 2.02 -4.64 -2.31
H 0.65 -5.88 -3.96
H -1.82 -5.88 -3.75
H -2.90 -4.66 -1.92
C -3.94 4.80 1.57
N -3.01 3.72 1.86
C -2.29 3.80 3.13
C -2.74 2.74 0.99
C -3.62 2.59 -0.22
O -1.84 1.91 1.20
H -3.90 5.51 2.39
H -4.97 4.44 1.49
H -3.67 5.33 0.66
H -2.99 4.12 3.90
H -1.46 4.50 3.08
H -1.90 2.82 3.38
H -4.27 3.44 -0.41
H -4.23 1.70 -0.07
H -2.99 2.41 -1.09
C -0.39 0.43 -4.47
Ge -1.66 1.25 -3.23
C -3.37 1.43 -4.19
C -1.01 3.08 -2.87
C -1.83 0.21 -1.60
H -0.20 1.08 -5.32
H -0.80 -0.52 -4.84
H 0.55 0.21 -3.96
H -3.25 2.06 -5.07
H -4.15 1.86 -3.56
H -3.70 0.44 -4.52
H -0.71 3.56 -3.80
H -0.14 3.05 -2.21
H -1.78 3.72 -2.41
H -1.48 -0.80 -1.86
H -2.88 0.12 -1.29

Computed properties:
Relative energy (zero: lowest compared OMol25 entry of this formula, charge and spin)   0.000 eV
HOMO energy   -0.2659 hartree
Orbital gap   7.4 eV